[1]
{"formula": "CH7N2P3", "method": "ωB97M-V/def2-TZVPD", "symbols": ["C", "N", "N", "P", "P", "P", "H", "H", "H", "H", "H", "H", "H"], "xyz": [[-1.014294, 1.089937, -0.074235], [1.613060, -0.156429, -0.054317], [-0.886076, -0.338785, 0.179715], [0.538207, -1.317447, 0.253302], [3.227389, -0.536387, -0.002478], [-2.513305, -0.979449, 0.289346], [-1.661010, 1.250361, -0.900880], [-1.431776, 1.734202, 0.849016], [0.026589, 1.423091, -0.158822], [3.614630, 0.027127, 1.382243], [3.563501, 0.609816, -0.666225], [-2.257198, -2.356957, -0.023592], [-2.819719, -0.449075, -1.073071]], "forces_ev_per_angstrom": [[1.37, 1.18, 3.14], [-2.76, -1.99, 0.84], [-0.26, -1.70, 0.62], [-0.36, 3.76, -0.79], [1.73, -0.36, 1.81], [-0.03, 0.36, -0.90], [-0.23, 0.39, -0.97], [0.59, -1.76, -1.75], [-0.42, 0.39, -0.65], [-0.44, -0.52, -1.67], [0.92, 0.89, -0.42], [0.03, 0.41, -0.23], [-0.13, -1.05, 0.98]], "charge": 0, "homo_ha": -0.3029, "relative_energy_ev": 0.5078, "gap_ev": 7.93}

[2]
{"formula": "CH7N2PS2", "method": "ωB97M-V/def2-TZVPD", "symbols": ["C", "S", "S", "P", "N", "N", "H", "H", "H", "H", "H", "H", "H"], "xyz": [[-1.164712, -1.725208, -0.490116], [-1.370478, 0.147838, -0.957032], [-3.060227, 0.697189, -0.107021], [1.168103, 0.518755, -0.347834], [1.221023, 0.449986, 1.355024], [1.403013, 2.169215, -0.540228], [-2.135231, -2.117856, -0.907136], [-1.219253, -1.804372, 0.680286], [-0.206356, -1.933959, -1.033332], [0.774080, -0.399807, 1.666269], [0.735043, 1.273310, 1.801000], [0.897615, 2.637884, -1.297977], [1.750535, 2.671822, 0.253357]], "forces_ev_per_angstrom": [[-0.85, 1.99, 0.64], [1.19, -1.55, 0.01], [0.15, 0.37, 0.51], [-1.39, 0.13, 0.51], [-0.73, 1.50, -0.32], [-0.44, -0.88, -0.60], [1.43, -0.03, 0.28], [0.50, 0.04, -2.32], [-1.02, -0.66, 0.80], [0.15, -0.25, 0.32], [0.61, -1.25, -0.51], [0.61, -0.02, 0.70], [-0.21, 0.62, -0.01]], "charge": 0, "smiles": "CS(=S)#P(N)N", "homo_ha": -0.2573, "relative_energy_ev": 2.2374, "gap_ev": 6.60}

[3]
{"formula": "CH7N2S", "method": "ωB97M-V/def2-TZVPD", "symbols": ["S", "H", "N", "C", "N", "H", "H", "H", "H", "H", "H"], "xyz": [[-1.153953, 3.022480, -0.834707], [-2.136429, 2.832916, 0.164539], [-0.111871, -0.013932, 0.879538], [0.085799, -1.013899, -0.294668], [1.409187, -1.386981, -0.481662], [0.136394, 0.993391, 0.701848], [-1.033263, -0.093465, 1.292144], [-0.594775, -1.868255, -0.060912], [-0.278177, -0.467072, -1.175486], [1.868284, -0.486988, -0.628579], [1.808803, -1.518194, 0.437944]], "forces_ev_per_angstrom": [[-1.06, 0.12, 0.99], [1.03, 0.18, -1.04], [1.18, -0.39, -0.35], [-3.13, 2.07, 1.59], [2.23, 0.58, 0.07], [-0.77, -1.56, -0.41], [-0.10, 0.13, -0.26], [0.40, 0.49, -0.26], [-0.03, -0.60, -0.04], [0.23, 0.03, -0.93], [0.00, -1.06, 0.64]], "charge": -2, "multiplicity": 2, "s2": 0.751, "homo_ha": [0.1652, -0.0013], "relative_energy_ev": 0.5208, "gap_ev": [2.57, 7.07]}

[4]
{"formula": "CH7N3", "method": "ωB97M-V/def2-TZVPD", "symbols": ["H", "N", "C", "N", "H", "H", "H", "N", "H", "H", "H"], "xyz": [[-1.999416, 0.213280, 3.622036], [-2.307446, 0.593217, 2.718320], [-1.220726, 0.426909, 1.973937], [-1.049397, 0.524180, 0.639955], [-0.263049, 0.196613, 2.451082], [-0.122139, 0.544855, 0.340456], [-1.784534, 0.898563, 0.048987], [2.055270, -0.806915, -3.061852], [1.495867, -1.097726, -2.276606], [2.531672, 0.065686, -3.163816], [2.663893, -1.558663, -3.292497]], "forces_ev_per_angstrom": [[-0.46, 0.63, -0.07], [2.59, -0.98, -1.98], [-1.51, 0.24, 2.42], [-2.09, 0.39, 0.18], [-0.07, -0.28, 0.03], [1.23, 0.16, -0.77], [0.31, -0.16, 0.18], [-0.46, -0.89, -0.79], [0.22, 0.95, 0.24], [-0.24, 0.35, 0.81], [0.47, -0.42, -0.25]], "charge": 0, "smiles": "[H]/N=C/N.N", "homo_ha": -0.3401, "relative_energy_ev": 0.6573, "gap_ev": 9.85}

no.,F_max (eV Å⁻¹)
1,3.86
2,2.37
3,4.07
4,3.40